(1)
Below is the molecule C3H3Br3O, with properties calculated with wB97M-V/def2-TZVPD.

As for the SMILES: O[C@H](Br)/C(Br)=C/Br. The value obtained for the relative energy (zero: lowest compared OMol25 entry of this formula, charge and spin) is 6.5 kcal per mole.

Positions of all 10 atoms, in Å:
1 O -0.04 1.64 -1.24
2 C -0.25 0.98 -0.14
3 Br 1.01 1.98 1.27
4 C 0.15 -0.47 -0.10
5 Br 1.37 -0.95 -1.45
6 C -0.48 -1.32 0.72
7 Br -0.07 -3.11 0.65
8 H 0.60 1.06 -1.82
9 H -1.20 1.22 0.50
10 H -1.09 -1.03 1.62

(2)
Below is a cluster of 2 separate species, C15H18O in total, with properties calculated with wB97M-V/def2-TZVPD.

The spin multiplicity is 2. The value obtained for the relative energy (zero: lowest compared OMol25 entry of this formula, charge and spin) is 15.6 kcal per mole. The charge is -1.

Positions of all 34 atoms, in Å:
1 C -2.54 -1.95 -1.56
2 C -3.66 -1.88 -2.64
3 C -2.01 -0.61 -1.13
4 C -0.80 -0.10 -1.58
5 C -2.77 0.16 -0.27
6 C -0.23 1.03 -1.02
7 C -2.22 1.29 0.34
8 C -1.03 1.78 -0.19
9 O -0.54 2.98 0.26
10 H -2.88 -2.49 -0.67
11 H -1.76 -2.65 -1.88
12 H -3.34 -2.45 -3.49
13 H -0.22 -0.79 -2.18
14 H -3.66 -0.20 0.21
15 H 0.71 1.43 -1.36
16 H -2.57 1.64 1.31
17 H -1.20 3.47 0.77
18 H -4.02 -0.87 -2.83
19 H -4.59 -2.30 -2.23
20 C 0.81 -1.05 1.68
21 C 3.15 -0.75 0.80
22 C 2.11 -0.30 1.62
23 C 4.30 -0.01 0.58
24 C 4.34 1.36 0.98
25 C 2.13 1.09 2.01
26 C 3.26 1.84 1.71
27 H 3.14 -1.77 0.43
28 H 5.11 -0.47 0.01
29 H 0.15 -0.58 2.40
30 H 0.91 -2.07 2.09
31 H 5.20 1.99 0.79
32 H 1.22 1.54 2.38
33 H 3.19 2.90 1.92
34 H 0.31 -1.21 0.72

Among the records above, which one has the highest relative energy (zero: lowest compared OMol25 entry of this formula, charge and spin)? C15H18O

What is the formula in the first record? C3H3Br3O